Entry 1:
35
Properties=species:S:1:pos:R:3:forces:R:3 method="wB97M-V/def2-TZVPD" smiles="CC(C)C[C@H](NC(=O)[C@@H](N)CC(=O)O)C(=O)O" total_energy_ev=-23878.2711 homo_lumo_gap_ev=9.87 homo_ev=-9.4120
C -1.79197 -2.45497 2.97444 0.92 0.35 1.87
C -0.99802 -1.71210 1.96341 3.26 -0.25 -1.22
C 0.54995 -2.00589 2.28080 0.00 -0.41 -3.85
C -1.47704 -2.02321 0.43743 0.36 3.71 2.08
C -0.87575 -0.90726 -0.46011 1.56 2.07 0.29
N -1.31324 0.51406 -0.10968 -3.11 0.49 0.79
C -0.78775 1.79029 -0.17044 -1.17 0.53 1.42
O -1.46202 2.76229 0.30742 2.39 -2.68 -1.77
C 0.55320 1.86111 -0.91610 -0.51 -1.45 0.58
N 0.48409 2.86668 -1.86777 -0.02 2.30 -1.81
C 1.83317 1.96399 -0.09244 -0.16 3.80 0.60
C 2.30532 0.77919 0.51871 3.23 -6.18 0.46
O 2.19859 -0.39041 0.08639 -0.65 2.62 -0.03
O 3.12017 0.86952 1.61583 -0.54 1.02 -0.05
C -0.82843 -1.13985 -1.96683 -0.55 -3.82 0.42
O -0.80833 -2.29305 -2.42380 -0.05 2.62 0.72
O -0.83314 -0.06081 -2.73033 -0.23 0.65 0.34
H -2.66119 -1.90280 2.90866 -2.52 0.95 1.17
H -1.32940 -2.52112 4.02223 -0.72 0.70 -1.46
H -2.10100 -3.44170 2.79001 0.12 -1.55 -0.96
H -1.06308 -0.58951 2.09479 -0.44 -1.27 -0.06
H 1.21102 -1.50597 1.43252 -1.25 -1.47 1.83
H 0.86824 -1.52537 3.18267 -0.10 -0.04 0.80
H 0.71802 -3.14507 2.27126 -0.03 1.76 0.21
H -2.51375 -1.78164 0.44205 -1.32 -0.03 0.17
H -1.43496 -3.00310 0.07399 0.89 -1.36 -0.54
H 0.15470 -0.78102 -0.12284 0.38 -0.79 -0.66
H -2.30552 0.70083 0.21209 1.38 -1.05 -0.38
H 0.49902 0.97901 -1.54883 0.92 -0.58 0.95
H -0.31298 3.49326 -1.71056 0.58 -0.34 -0.82
H 0.68514 2.47616 -2.80210 -0.87 1.10 0.73
H 2.59746 2.57089 -0.67683 -0.54 -1.50 0.24
H 1.78813 2.69720 0.75169 -0.79 -0.28 -0.44
H 3.43706 -0.02680 1.86923 -0.53 0.61 -0.61
H -1.05108 -0.36660 -3.60498 0.10 -0.24 -1.00

Entry 2:
36
Properties=species:S:1:pos:R:3:forces:R:3 method="wB97M-V/def2-TZVPD" smiles="CSCC[C@H](N)C(=O)N[C@@H](CCC(=O)O)C(=O)O" total_energy_ev=-34712.5252 homo_lumo_gap_ev=9.06 homo_ev=-8.9725
C -5.62184 -0.09911 -0.05802 4.09 0.48 1.51
S -4.72384 1.62023 -0.07660 -1.11 -1.52 -0.20
C -3.10535 1.03845 -0.57833 2.65 1.29 0.37
C -2.50031 -0.20350 0.12709 -0.57 -0.52 3.78
C -1.00251 -0.48094 -0.07769 -1.19 -0.13 0.87
N -0.63336 -1.06620 -1.35585 -1.03 -2.26 -1.31
C -0.34464 -1.25640 1.07098 -1.08 -2.18 3.35
O -0.90454 -1.95209 2.03952 1.88 3.18 -4.62
N 1.01039 -1.16623 1.03387 -0.59 0.17 -1.95
C 1.96855 -0.51254 0.09597 0.78 -1.08 -0.19
C 2.94642 0.09908 1.05305 0.86 -0.12 0.97
C 4.06310 1.02608 0.65614 -1.21 2.44 -0.68
C 3.50806 2.38550 0.03626 0.18 1.06 -0.33
O 4.17274 3.36011 -0.30195 -1.67 -2.39 0.89
O 2.07261 2.38379 -0.07921 1.32 3.20 -0.23
C 2.76927 -1.53201 -0.84661 2.73 0.17 2.85
O 3.98858 -1.76568 -0.58766 -4.51 0.46 -1.72
O 2.01566 -2.09012 -1.76176 -0.33 -0.01 -0.37
H -4.99542 -0.52628 0.86715 -2.63 0.40 -1.78
H -5.34741 -0.70532 -0.91973 0.26 0.26 -0.20
H -6.67274 0.02617 -0.11394 -0.87 0.16 0.92
H -2.36286 2.00954 -0.26339 -1.93 -2.61 -1.30
H -3.12988 0.85330 -1.67526 0.27 0.49 0.50
H -2.51276 0.00153 1.31846 -0.37 -0.37 -2.55
H -3.07254 -1.16458 0.02467 0.34 0.98 -0.21
H -0.62021 0.52303 -0.09107 0.93 0.57 0.19
H -1.32615 -0.48132 -1.97206 1.77 -2.64 0.38
H -0.67827 -2.26233 -1.35284 -1.02 4.58 -0.26
H 1.44697 -1.79949 1.63793 0.68 -0.93 1.26
H 1.48614 0.20400 -0.53300 -0.48 0.37 -0.22
H 3.39247 -0.79311 1.53185 -0.12 0.72 0.36
H 2.32346 0.68553 1.70005 -0.20 -0.10 0.94
H 4.76766 1.31975 1.44497 -0.75 0.02 0.39
H 4.74500 0.62136 -0.01939 0.84 -0.81 -1.70
H 1.78848 3.38880 -0.27704 1.20 -3.24 0.47
H 1.08906 -1.68901 -1.69655 0.87 -0.06 -0.18

Entry 3:
31
Properties=species:S:1:pos:R:3:forces:R:3 method="wB97M-V/def2-TZVPD" smiles="NCCC[C@@H]1CCC[C@H]2CN=[N+]=C12" total_energy_ev=-15121.4396 homo_lumo_gap_ev=7.27 total_charge=+1 homo_ev=-13.2488
N 1.12117 1.36523 -1.47782 -0.96 -0.98 3.82
C 1.89217 2.14366 -0.51691 0.58 -0.02 -1.09
C 1.94131 1.49979 0.85442 1.57 -0.62 -1.34
C 0.58258 1.34775 1.48232 0.89 2.59 2.44
C -0.39872 0.18346 1.21894 -0.65 1.21 0.77
C 0.25693 -1.12552 1.57877 -1.23 -1.40 1.35
C -0.71526 -2.30467 1.16236 -0.57 -0.35 2.55
C -1.58569 -2.06557 -0.03354 -0.16 0.48 -1.73
C -0.85094 -1.13962 -1.07880 0.55 1.33 0.51
C -1.58928 -0.49075 -2.24310 1.14 -2.24 -0.69
N -2.00006 0.74927 -1.82863 -1.35 2.31 0.03
N -1.63444 1.04488 -0.67470 -0.68 1.45 -0.12
C -0.79090 0.09906 -0.17697 0.60 -1.12 -1.11
H 0.88994 1.78631 -2.30783 -0.43 1.05 -2.30
H 1.48153 0.45339 -1.52352 0.72 -1.14 -0.82
H 1.47066 3.11177 -0.43005 -0.58 1.08 -0.06
H 2.86771 2.26314 -0.99831 0.38 0.20 0.76
H 2.63451 2.15935 1.48621 -1.06 -1.27 -0.65
H 2.39458 0.52243 0.63008 0.39 0.06 0.78
H 0.83946 1.25474 2.57874 -0.69 -0.04 -0.92
H 0.26725 2.43276 1.38645 -1.10 -1.48 0.15
H -1.38600 0.50561 1.87827 2.20 -1.07 -1.72
H 0.53153 -1.09743 2.72968 -0.19 -0.51 -2.62
H 1.05651 -1.38834 0.86150 0.48 0.95 0.98
H -0.06113 -3.19183 1.06591 -0.73 0.24 0.00
H -1.57059 -2.50171 1.88324 1.74 -0.11 0.14
H -1.68888 -3.05675 -0.53540 -0.86 0.90 0.32
H -2.53469 -1.51669 0.27974 0.85 -1.26 -0.65
H 0.04056 -1.62767 -1.49800 0.08 0.20 0.84
H -0.99662 -0.40299 -3.18436 -0.19 0.11 0.59
H -2.46519 -1.01305 -2.56869 -0.76 -0.55 -0.24

Entry 4:
32
Properties=species:S:1:pos:R:3:forces:R:3 method="wB97M-V/def2-TZVPD" total_energy_ev=-17171.4846 homo_lumo_gap_ev=8.12 total_charge=+1 homo_ev=-11.1929
C 3.20198 1.77756 0.13972 -2.08 1.74 2.27
C 0.33754 1.44412 2.50098 0.55 0.57 -0.38
C 1.54734 1.41047 1.85363 -1.10 -0.78 1.48
C -0.73697 1.63688 1.59046 -2.28 -0.42 1.81
C 1.73482 1.51512 0.51623 3.64 1.13 -0.60
C -0.61181 1.82422 0.22505 1.38 -0.98 0.47
C 0.72832 1.80452 -0.28519 -4.57 -0.20 0.15
O -2.05885 1.57643 2.15401 2.33 0.81 0.61
H 0.40768 1.42956 3.64812 -1.01 -0.11 -1.96
H 2.41080 1.24934 2.40048 1.53 -0.12 1.39
H -1.82741 1.85494 3.08097 -1.15 -0.52 -1.06
H -1.50736 1.76808 -0.39667 0.39 0.63 0.18
H 3.76562 1.31855 0.95021 0.80 0.69 -0.49
H 3.30625 2.87150 -0.10278 0.10 -0.27 1.92
H 0.83439 2.00754 -1.28800 0.50 0.38 -2.22
H 3.52407 1.60732 -0.79092 1.03 -2.61 -3.65
C -1.87330 -1.30893 -1.58234 -0.94 1.57 -0.63
C -3.09369 -0.75059 -0.77930 -0.44 1.49 0.39
C 0.31968 -2.43829 -1.40841 0.73 0.07 2.97
N -0.63060 -1.65641 -0.76701 -1.68 -2.52 1.09
N 1.06421 -3.30310 -0.58795 -0.25 0.80 -3.03
N 0.58590 -2.29369 -2.69224 -4.43 2.48 1.20
H -2.21990 -2.19649 -2.17391 0.55 0.82 0.38
H -1.66430 -0.40277 -2.19331 0.56 -1.10 -0.30
H -4.13206 -0.85542 -1.16580 1.07 -0.62 -0.72
H -3.14078 0.38482 -0.53826 0.96 -2.01 -0.23
H -0.94517 -2.07617 0.23610 1.27 1.28 -3.11
H 1.87841 -3.68182 -1.08580 -0.46 0.06 0.50
H 1.32061 -2.93662 0.29995 -0.09 0.28 0.85
H -0.09016 -1.71885 -3.21210 0.32 -0.27 0.54
H 1.21551 -2.63626 -3.30688 2.97 -2.02 -1.29
H -3.12534 -1.31677 0.11201 -0.20 -0.27 1.50

Entry 5:
32
Properties=species:S:1:pos:R:3:forces:R:3 method="wB97M-V/def2-TZVPD" total_energy_ev=-17174.4656 homo_lumo_gap_ev=8.97 total_charge=+1 homo_ev=-11.6287
C 1.83211 3.77613 -0.95371 0.87 -0.53 -0.25
C -1.79536 1.58318 -0.92438 -0.51 0.13 1.07
C -0.96870 1.47308 -2.02146 0.09 0.11 -0.33
C -1.46397 2.34685 0.19502 -0.63 -0.56 -0.48
C 0.19380 2.22721 -2.01681 0.56 0.66 0.93
C -0.27001 3.02856 0.22726 0.35 0.32 -0.56
C 0.54326 3.00200 -0.90062 0.16 0.09 -0.56
O -3.02917 0.92142 -0.82428 0.83 0.07 -0.45
H -3.33083 0.82916 -1.73263 -0.44 -0.25 -0.05
H -1.25940 0.88116 -2.87791 0.00 -0.07 -0.12
H -2.25425 2.37897 0.92929 0.26 0.22 0.48
H 0.92025 2.31091 -2.81241 -0.36 -0.49 -0.51
H 0.06536 3.66550 1.03130 -0.35 -0.06 0.35
H 2.64565 3.04439 -0.99137 0.13 0.02 0.36
H 2.00583 4.42210 -0.10286 -0.13 0.07 0.20
H 2.04605 4.35106 -1.85960 -0.72 0.09 0.00
C 1.25057 -3.21050 1.46280 0.98 0.07 0.05
C 1.05907 -4.52059 0.69671 0.08 0.51 0.26
C -0.41312 -1.46409 1.01360 -0.42 0.04 0.00
N 0.03319 -2.47289 1.76639 0.07 0.23 0.47
N -1.70433 -1.38518 0.74973 -0.51 0.59 -0.24
N 0.43145 -0.52630 0.54584 0.01 -0.90 0.16
H 1.78494 -3.42215 2.39119 -0.20 0.09 0.05
H 1.89469 -2.53317 0.90594 0.11 -0.10 -0.06
H 0.89620 -4.38745 -0.37004 -0.32 0.17 0.00
H 0.22711 -5.05339 1.15548 0.16 -0.38 -0.18
H -0.54059 -2.78851 2.53064 -0.25 -0.29 -0.19
H -2.36182 -2.00403 1.18168 0.05 -0.59 -0.06
H -2.14499 -0.62771 0.23070 0.30 0.33 0.17
H 1.31786 -0.47870 1.02350 0.11 -0.01 -0.37
H 0.38907 -0.30210 -0.42996 -0.06 0.72 -0.29
H 2.00003 -5.06494 0.78094 -0.22 -0.28 0.15

Entry 6:
36
Properties=species:S:1:pos:R:3:forces:R:3 method="wB97M-V/def2-TZVPD" smiles="CNC(=O)[C@@H](CCC(N)=O)NC(=O)CNC(C)=O" total_energy_ev=-24812.0622 homo_lumo_gap_ev=9.50 homo_ev=-9.0924
C 0.31460 -3.08227 2.38626 0.58 -2.22 -1.93
N 0.15004 -1.82591 1.72130 0.14 -0.65 0.82
C -0.04454 -1.82799 0.39549 -2.72 3.74 1.05
O -0.29049 -2.78103 -0.30289 0.78 -0.62 0.19
C -0.14938 -0.29862 -0.07195 -0.52 -0.12 0.90
C -0.57451 -0.07307 -1.52667 -1.31 -0.95 0.46
C 0.53925 -0.36342 -2.53863 1.03 -0.13 -1.10
C 0.34288 -1.56750 -3.53938 -0.81 3.00 0.10
N -0.23987 -2.58575 -3.01877 -1.63 -4.04 -0.47
O 0.47584 -1.55752 -4.73335 1.34 1.40 -2.00
N -0.79041 0.73233 0.92860 7.01 -0.58 -2.65
C -1.94778 0.72618 1.38419 -8.41 -2.57 0.55
O -2.70618 -0.27942 1.21391 1.15 1.69 0.71
C -2.62099 2.00998 1.95875 -0.46 0.42 1.33
N -2.76452 3.10156 0.95528 -2.79 -0.55 1.29
C -1.73098 3.77172 0.45118 -1.18 -0.18 -2.75
C -2.03730 4.70801 -0.71827 -0.71 0.23 -0.38
O -0.61006 3.45160 0.70438 2.81 0.01 1.19
H 0.45946 -2.88027 3.42757 1.07 -0.28 0.46
H -0.54298 -3.78257 2.37209 -0.17 0.80 -0.34
H 1.07869 -3.66583 1.70231 -0.78 0.82 2.26
H 0.24993 -1.00458 2.32952 -0.26 -0.38 -1.29
H 0.88877 -0.11147 0.04683 1.11 1.10 -0.24
H -0.90544 0.96328 -1.57676 0.10 0.03 -0.25
H -1.48588 -0.70839 -1.72083 0.88 0.63 0.12
H 0.78196 0.56315 -3.11204 -0.13 -0.92 0.24
H 1.45781 -0.66771 -2.02283 0.06 0.34 0.18
H -0.23316 -2.79640 -2.06563 -0.25 -0.27 1.69
H -0.47636 -3.33221 -3.70216 0.38 0.84 0.97
H -0.26073 1.59254 1.07881 0.00 -0.24 -0.42
H -3.64471 1.80052 2.37371 0.83 -0.44 -1.23
H -2.18676 2.30997 2.94619 0.59 0.36 -1.10
H -3.75005 3.37631 0.70234 1.85 -0.51 0.39
H -1.13617 4.92502 -1.29092 0.17 -0.33 0.28
H -2.30805 5.68812 -0.27430 -0.56 -0.49 -0.63
H -2.77492 4.24044 -1.47931 0.80 1.05 1.61

Entry 7:
30
Properties=species:S:1:pos:R:3:forces:R:3 method="wB97M-V/def2-TZVPD" smiles="CCC1=CO[C@](CC)(CO)CC1" total_energy_ev=-14756.0753 homo_lumo_gap_ev=9.13 homo_ev=-8.2504
C 1.85517 0.09059 3.42647 0.07 -0.16 1.74
C 1.98135 0.90448 2.19588 0.49 1.27 -0.65
C 1.06156 0.47777 1.11060 -2.34 1.35 -1.49
C -0.01305 1.29559 0.72687 2.05 -2.35 0.49
O -0.93187 0.97336 -0.26747 0.96 0.42 0.81
C -0.68929 -0.20543 -1.06215 0.20 -0.94 -0.93
C -1.01386 0.19054 -2.54272 -0.79 -0.24 0.84
C -2.36161 0.88680 -2.75109 0.45 -0.35 -0.61
C -1.67222 -1.32474 -0.52402 0.52 1.22 -0.82
O -1.40308 -1.71943 0.81131 0.13 0.15 0.04
C 0.81395 -0.64103 -1.07167 -0.71 0.17 0.94
C 1.39149 -0.80354 0.33388 -0.92 0.70 0.10
H 2.09166 -0.94866 3.25390 0.14 -0.40 -0.01
H 0.83689 0.13091 3.82848 0.07 0.00 -0.09
H 2.52483 0.48099 4.22281 -0.29 -0.36 -0.41
H 3.01631 0.83075 1.81020 -0.28 0.14 0.17
H 1.81259 1.96768 2.46189 0.06 -0.41 -0.28
H -0.20921 2.25455 1.23591 -0.07 -0.62 -0.51
H -0.21144 0.80997 -2.95853 -0.05 -0.09 0.29
H -1.06803 -0.71900 -3.13050 0.38 -0.35 -0.13
H -2.38152 1.20479 -3.80284 -0.27 0.11 0.32
H -3.20337 0.21750 -2.58673 -0.03 -0.07 0.02
H -2.46688 1.72971 -2.09875 -0.09 0.58 0.24
H -2.68378 -0.91913 -0.60947 -0.07 0.13 0.15
H -1.65850 -2.17667 -1.23313 0.37 0.07 0.76
H -1.19258 -0.93606 1.36447 -0.29 -0.48 -0.70
H 0.98465 -1.56419 -1.62004 -0.41 -0.03 -0.30
H 1.35766 0.15613 -1.56209 0.20 0.17 -0.24
H 0.97002 -1.70472 0.79830 0.18 0.26 0.04
H 2.46219 -0.93950 0.24025 0.35 0.08 0.23

Entry 8:
31
Properties=species:S:1:pos:R:3:forces:R:3 method="wB97M-V/def2-TZVPD" smiles="CC(C)(C)C1=C(C(C)(C)C)S1(=O)=O" total_energy_ev=-25587.3123 homo_lumo_gap_ev=9.86 homo_ev=-9.3505
C 2.51790 1.28657 -2.04468 -1.17 -0.61 -1.43
C 1.83609 0.68269 -0.76767 1.93 -1.03 -1.22
C 1.99344 -0.87610 -0.64616 0.62 0.66 -3.21
C 2.43941 1.39113 0.41440 -2.50 -2.77 1.42
C 0.46050 0.93637 -0.99097 -3.21 -0.15 -0.17
C -0.79830 0.81985 -0.53079 -2.26 -1.32 2.29
C -1.87001 0.39877 0.82504 1.90 2.67 -2.90
C -1.11254 -0.56157 1.69827 -1.48 0.77 -0.15
C -3.16996 -0.03213 0.15468 2.39 -0.63 -1.99
C -2.06082 1.82920 1.48132 0.26 -2.12 0.57
S -0.74410 1.20299 -2.18740 0.93 1.08 -0.30
O -0.97170 0.23705 -3.24009 -0.11 -0.37 0.58
O -0.93213 2.58880 -2.57035 -0.31 -0.08 0.11
H 3.55801 1.21111 -1.91366 1.57 0.21 0.18
H 2.33624 0.79665 -3.11291 -0.25 0.87 2.45
H 2.19412 2.35350 -2.03551 0.44 -0.71 -0.47
H 1.80559 -1.36809 0.25857 0.04 -0.09 1.79
H 2.96352 -1.18301 -1.10966 -0.49 0.21 0.79
H 1.25146 -1.30572 -1.32222 0.01 -0.08 -0.18
H 3.41529 0.99847 0.49517 1.12 -0.37 0.84
H 1.73005 1.20214 1.28817 1.45 0.09 -0.62
H 2.47045 2.39093 0.26802 0.16 3.28 -0.47
H -0.74320 -1.38272 1.15302 -0.51 -1.77 -0.48
H -0.20400 -0.12986 1.92550 1.99 1.47 1.05
H -1.65482 -0.71983 2.63267 0.05 -0.62 -0.19
H -2.95146 -0.96273 -0.47147 -0.69 0.81 1.17
H -3.28759 0.74570 -0.64192 -1.00 -0.51 0.97
H -3.90937 -0.15253 0.92500 -0.79 -0.02 -0.19
H -2.55030 1.56465 2.46205 0.31 0.74 -0.70
H -2.81488 2.39493 0.83438 1.74 -0.12 1.02
H -0.97529 2.15245 1.71234 -2.14 0.49 -0.55

Computed values of ΔE to the lowest compared entry with this formula, charge and spin (unit: kcal/mol) for the preceding records, in sequence: 81.2; 97.5; 140.3; 82.8; 14.0; 57.8; 27.6; 118.0.